1.
Molecular formula: C3H7N
Method: DFT, wB97M-V/def2-TZVPD

The LUMO energy comes out at 1.15 eV. The HOMO energy comes out at -9.820 eV. The SMILES is C=C.C=N.

Atoms and positions in Å:
1 C 2.93434 -1.50271 -1.59731
2 C 3.43947 -1.60024 -2.83195
3 H 2.18800 -0.71874 -1.53951
4 H 3.14333 -2.25382 -0.85344
5 H 2.93563 -1.27225 -3.72915
6 H 4.32470 -2.21122 -3.01311
7 C -3.49265 1.68701 2.85306
8 N -4.45489 1.79752 2.02036
9 H -2.76575 0.88388 2.89514
10 H -3.48310 2.42498 3.66275
11 H -4.76909 2.76561 2.13317

Atom charges from the natural (NBO) analysis, given in e for atoms 1 to 4:
1 C -0.402
2 C -0.377
3 H 0.196
4 H 0.208

2.
Molecular formula: C4H9BN2
Method: DFT, wB97M-V/def2-TZVPD

The LUMO energy comes out at 0.68 eV. The HOMO energy comes out at -6.883 eV.

Atoms and positions in Å:
1 B 0.35006 0.75647 1.33688
2 C -0.19945 -0.34129 -1.21254
3 C -0.18330 -1.17797 -0.13383
4 C 0.30928 1.78501 -2.19749
5 C -0.17917 -1.31178 2.36591
6 N 0.01676 0.99696 -1.07325
7 N 0.01747 -0.55058 1.15496
8 H 0.36325 1.67249 2.13772
9 H -0.38385 -0.76981 -2.16109
10 H -0.61427 -2.15796 -0.02103
11 H 1.36490 2.18088 -2.34685
12 H 0.46861 1.10501 -3.05865
13 H -0.35401 2.59558 -2.36960
14 H -1.07201 -1.93855 2.18180
15 H 0.77564 -1.96502 2.65868
16 H -0.54266 -0.51115 3.04522

Atom charges from the natural (NBO) analysis, given in e for atoms 1 to 4:
1 B 0.797
2 C 0.020
3 C -0.230
4 C -0.416

3.
Molecular formula: C3H4NS
Method: DFT, wB97M-V/def2-TZVPD

The LUMO energy comes out at -5.68 eV. The charge is +1. The HOMO energy comes out at -13.647 eV. The SMILES is C=[NH+]C=C=S.

Atoms and positions in Å:
1 C -0.65828 1.07555 0.04189
2 N -0.81261 -0.20062 -0.07058
3 C 0.24494 -1.09401 0.03821
4 C 1.46768 -0.55187 0.01900
5 S 2.66450 0.36763 -0.01116
6 H -1.55492 1.49745 0.11233
7 H 0.19724 1.74115 0.01198
8 H -1.71112 -0.62703 -0.20734
9 H 0.16257 -2.20824 0.06566

Atom charges from the natural (NBO) analysis, given in e for atoms 1 to 4:
1 C 0.041
2 N -0.358
3 C -0.285
4 C -0.077

4.
Molecular formula: C3H6BrN2O
Method: DFT, wB97M-V/def2-TZVPD

The LUMO energy comes out at -5.35 eV. The charge is +1. The HOMO energy comes out at -14.369 eV. The SMILES is C=[N+](C)NC(=O)Br.

Atoms and positions in Å:
1 C -0.39287 -0.62348 1.32675
2 N 0.07941 -0.47211 0.19267
3 C 1.15439 -1.25840 -0.37524
4 N -0.49320 0.61072 -0.79049
5 C -0.67638 1.88738 -0.28918
6 O -0.32515 2.36803 0.68158
7 Br -1.71421 3.01728 -1.59903
8 H -0.98715 0.20359 1.81906
9 H -0.05210 -1.58316 1.88640
10 H 0.75070 -1.73904 -1.29221
11 H 1.26398 -2.09365 0.41991
12 H 1.98593 -0.61649 -0.23197
13 H -0.59335 0.29932 -1.74825

Atom charges from the natural (NBO) analysis, given in e for atoms 1 to 4:
1 C 0.099
2 N -0.095
3 C -0.425
4 N -0.503

5.
Molecular formula: C53H45AlN4O4Si
Method: DFT, wB97M-V/def2-TZVPD

The LUMO energy (spin up / spin down) comes out at -1.24 / -1.22 eV. The HOMO energy (spin up / spin down) comes out at -6.446 / -6.432 eV.

Atoms and positions in Å:
1 Al 0.40417 0.37018 0.22847
2 C 5.18300 -4.73169 -5.03223
3 O 5.00088 -3.36160 -5.33770
4 C 4.74608 -2.52318 -4.30355
5 C 4.91509 -2.85424 -2.96413
6 C 4.52418 -1.96945 -1.97521
7 C 3.95128 -0.72388 -2.27245
8 C 3.83461 -0.40176 -3.63758
9 C 4.23923 -1.26654 -4.62750
10 C 3.26524 0.06398 -1.24704
11 C 3.24465 -0.34355 0.11621
12 C 4.36348 -0.78338 0.88342
13 C 3.90355 -1.03156 2.14265
14 C 2.49098 -0.81820 2.11739
15 N 2.13575 -0.28926 0.89578
16 C 1.56853 -1.30349 3.04634
17 C 0.19032 -1.13834 2.85488
18 C -0.84202 -1.83478 3.56437
19 C -2.02895 -1.42252 3.04856
20 C -1.72561 -0.45526 2.04151
21 C -2.67088 0.34045 1.39344
22 C -4.11418 0.07345 1.63873
23 C -4.76233 -0.95152 0.94810
24 C -6.09667 -1.22187 1.17442
25 C -6.81484 -0.47881 2.11030
26 O -8.11655 -0.82598 2.27287
27 C -8.85014 -0.17260 3.28710
28 C -6.18524 0.54931 2.79905
29 C -4.84287 0.81595 2.55591
30 C -2.30483 1.42539 0.60998
31 N -1.01807 1.74401 0.24678
32 C -1.09558 2.93603 -0.41982
33 C -0.03937 3.57699 -1.07994
34 C -0.29208 4.92865 -1.63513
35 C -0.19104 5.21881 -2.99821
36 C -0.47045 6.48099 -3.48166
37 C -0.86154 7.50035 -2.61664
38 O -1.12124 8.70535 -3.18260
39 C -1.55214 9.74830 -2.33322
40 C -0.96190 7.23219 -1.25635
41 C -0.68494 5.95754 -0.78369
42 C 1.16090 2.91419 -1.32397
43 C 2.18194 3.33807 -2.23567
44 C 3.00840 2.27701 -2.42277
45 C 2.55836 1.24222 -1.54059
46 N 1.45628 1.66175 -0.85479
47 C -2.46469 3.37194 -0.48260
48 C -3.21353 2.42071 0.12535
49 N -0.37060 -0.31626 1.91312
50 C 2.03659 -2.15190 4.16793
51 C 2.86002 -3.26162 3.94444
52 C 3.27405 -4.06337 4.98735
53 C 2.87388 -3.78559 6.29281
54 O 3.34760 -4.61983 7.25377
55 C 2.94308 -4.37661 8.58666
56 C 2.03476 -2.70365 6.53208
57 C 1.63254 -1.89853 5.47556
58 H 5.18802 -5.25624 -5.98363
59 H 4.36266 -5.10742 -4.41474
60 H 6.13106 -4.91092 -4.51865
61 H 5.31927 -3.81549 -2.67828
62 H 4.62913 -2.28359 -0.94901
63 H 3.35875 0.52147 -3.93102
64 H 4.11546 -1.01768 -5.67350
65 H 5.38627 -0.81577 0.54385
66 H 4.47482 -1.32105 3.00851
67 H -0.68136 -2.56563 4.33743
68 H -3.02281 -1.72576 3.33460
69 H -4.20864 -1.53232 0.22021
70 H -6.61218 -2.00902 0.63955
71 H -9.82350 -0.65553 3.30531
72 H -8.97953 0.89158 3.07055
73 H -8.37313 -0.28616 4.26467
74 H -6.72222 1.14669 3.52347
75 H -4.35466 1.62157 3.09145
76 H 0.08053 4.43132 -3.68928
77 H -0.40294 6.69634 -4.54043
78 H -1.71357 10.61026 -2.97494
79 H -0.79689 9.99800 -1.58296
80 H -2.48987 9.49324 -1.83154
81 H -1.25147 8.00348 -0.55613
82 H -0.76774 5.76418 0.27863
83 H 2.25757 4.31833 -2.67495
84 H 3.90250 2.25183 -3.02422
85 H -2.81308 4.26267 -0.97649
86 H -4.28388 2.39428 0.24624
87 H 3.15397 -3.50972 2.93398
88 H 3.91184 -4.92149 4.81875
89 H 3.44447 -5.12333 9.19601
90 H 1.86060 -4.48380 8.69942
91 H 3.24243 -3.37982 8.92168
92 H 1.69034 -2.46933 7.52930
93 H 1.01036 -1.03720 5.68151
94 C 0.29084 -2.52000 -5.00468
95 Si -0.92465 -2.61429 -3.56631
96 C -1.22362 -4.42049 -3.10893
97 C -2.56259 -1.86856 -4.14288
98 C -0.36764 -1.63135 -2.12034
99 C -0.09249 -0.92536 -1.16588
100 H -0.15363 -2.96518 -5.89811
101 H 1.22381 -3.04873 -4.79982
102 H 0.53677 -1.48035 -5.22938
103 H -1.70332 -4.94043 -3.94157
104 H -1.88449 -4.49910 -2.24358
105 H -0.29860 -4.94782 -2.86853
106 H -3.02889 -2.47204 -4.92482
107 H -2.40919 -0.86070 -4.53339
108 H -3.26202 -1.79659 -3.30746

Atom charges from the Löwdin analysis, given in e for atoms 1 to 4:
1 Al 0.205
2 C -0.081
3 O -0.077
4 C -0.287

6.
Molecular formula: C15H24GaN6O6
Method: DFT, wB97M-V/def2-TZVPD

The LUMO energy (spin up / spin down) comes out at -4.71 / -4.71 eV. The charge is +1. The HOMO energy (spin up / spin down) comes out at -10.678 / -10.678 eV.

Atoms and positions in Å:
1 O -1.19049 -0.85614 -3.91691
2 H -1.16763 -0.88781 -4.92203
3 Ga 0.44255 0.23976 -0.67226
4 N 1.82496 -0.84593 -1.32129
5 N -0.60966 -1.49038 -0.61290
6 N 1.14362 1.99616 -0.51391
7 N -1.14404 1.09750 0.14840
8 O 2.87705 -0.27793 -1.80941
9 O 2.33342 2.22899 -1.15860
10 O -2.26431 0.52832 0.77513
11 O -1.75479 -1.75011 -0.05250
12 C 0.19705 -2.51310 -0.94789
13 C 1.50648 -2.14097 -1.38158
14 C 0.30276 2.91830 -0.01846
15 C -0.95696 2.40826 0.46473
16 C 2.58783 -3.03440 -1.82432
17 H 2.66861 -2.98082 -2.93447
18 H 2.38114 -4.07798 -1.52256
19 H 3.54654 -2.68909 -1.37801
20 C -0.28049 -3.88942 -0.67636
21 H -1.33404 -4.01410 -0.98064
22 H -0.23423 -4.12705 0.40693
23 H 0.34035 -4.61874 -1.20920
24 C 0.82166 4.27492 0.22119
25 C -1.85216 3.11991 1.42091
26 H 1.60258 4.45902 -0.52508
27 H 1.24363 4.31443 1.23602
28 H 0.00845 5.00144 0.13910
29 H -2.78775 2.60080 1.55358
30 H -2.05388 4.12032 1.06524
31 H -1.38262 3.18920 2.38857
32 H 2.62877 1.28369 -1.42077
33 H -2.09894 -0.53087 0.46691
34 C -2.69471 -0.52573 -3.51574
35 H -3.29860 -1.31418 -3.97371
36 H -2.35206 0.45925 -3.76760
37 H -2.85696 -0.37873 -2.54110
38 O 0.19139 0.78882 -2.55759
39 H -0.30133 0.27943 -3.34119
40 H 0.98750 0.98422 -3.08182
41 N -0.25615 0.32787 6.90239
42 C -0.09289 0.11636 5.73948
43 C 0.10641 -0.13441 4.34935
44 C -0.29353 -1.33718 3.76127
45 C -0.10525 -1.50459 2.37953
46 N 0.47211 -0.57623 1.61236
47 C 0.96180 0.51791 2.20644
48 C 0.76730 0.81259 3.55501
49 H -0.78313 -2.12129 4.34507
50 H -0.43747 -2.43616 1.91010
51 H 1.52848 1.20590 1.58121
52 H 1.11164 1.77992 3.94896

Atom charges from the natural (NBO) analysis, given in e for atoms 1 to 4:
1 O -0.790
2 H 0.498
3 Ga 1.753
4 N -0.263